No. 1
This record from OMol25 describes 3 unconnected molecules or ions with the total composition C13H24ClN2O2P at a distorted geometry. The level of theory is the ωB97M-V functional and the def2-TZVPD basis.

The geometry in XYZ format:
```
43
Properties=species:S:1:pos:R:3:forces:R:3
C -2.821640 0.043488 2.108069 -0.57 0.05 -0.28
C -2.589826 -1.078208 0.978613 1.13 1.26 -0.13
Cl -2.935045 -2.794752 1.541764 -0.16 1.21 -0.22
C -1.065545 -1.049852 0.464431 0.24 -0.07 0.24
P -1.052137 -0.378460 -1.324638 -0.67 -0.50 -0.27
C -1.824158 1.366849 -1.383782 1.04 0.65 1.10
C -0.777902 2.543100 -1.642805 -0.78 4.05 -0.49
O -1.161489 3.718684 -1.877773 1.12 -4.67 0.69
O 0.638729 2.328455 -1.614189 -2.18 -0.23 0.97
H -1.881360 0.663856 2.273861 -1.14 -0.97 -0.14
H -3.628308 0.768293 1.730309 1.07 -1.05 0.66
H -3.180597 -0.400011 3.092706 0.56 0.55 -1.32
H -3.269526 -0.810731 0.102031 0.74 -0.92 1.20
H -0.669678 -2.124941 0.394718 -0.58 1.63 -0.14
H -0.366145 -0.484399 1.170866 -1.13 -0.72 -0.80
H 0.361018 -0.224913 -1.612708 -0.83 0.44 0.66
H -2.673273 1.397647 -2.147035 1.43 0.07 0.99
H -2.285816 1.563378 -0.347064 0.61 -0.03 -1.53
H 0.903747 2.243647 -0.664760 -0.03 -0.07 -0.81
C 2.054358 -3.842427 -4.846112 0.03 -0.07 -0.06
C 1.374997 -2.491147 -5.042607 0.11 -0.28 -0.20
C 1.108219 -1.761149 -3.724198 -0.60 -0.62 0.17
C 0.201623 -2.585623 -2.857548 -1.30 -1.52 1.46
N -0.505842 -3.244315 -2.182974 2.29 1.71 -2.10
H 1.426717 -4.529348 -4.272833 0.04 0.10 0.02
H 2.250822 -4.312719 -5.812647 0.03 0.05 0.08
H 3.008482 -3.729124 -4.322583 -0.07 -0.04 -0.03
H 0.433167 -2.642494 -5.579405 0.05 0.13 0.09
H 2.008588 -1.863261 -5.675697 -0.10 0.07 0.11
H 0.634105 -0.795505 -3.918105 -0.05 -0.09 0.17
H 2.044681 -1.577956 -3.190042 -0.12 -0.05 0.06
C 0.978292 0.891811 4.702689 0.00 -0.06 0.04
C 1.381005 2.341647 4.952313 0.05 -0.34 0.17
C 0.963228 3.279499 3.817147 0.58 -0.32 -0.48
C 1.620527 2.855751 2.536130 0.91 -0.46 -2.24
N 2.136855 2.521257 1.530986 -1.66 0.90 2.89
H 1.468115 0.484681 3.814333 -0.05 0.07 0.02
H 1.269868 0.265663 5.549120 -0.07 0.04 -0.07
H -0.104444 0.802694 4.570567 0.07 -0.03 0.01
H 2.465479 2.389421 5.092331 -0.11 0.12 -0.03
H 0.921249 2.683145 5.884118 0.04 0.11 -0.12
H 1.260799 4.305382 4.047621 -0.02 -0.06 -0.20
H -0.121937 3.262986 3.684782 0.11 -0.02 -0.13
```
Positions in Å, forces in eV/Å.

Properties
Orbital gap, Eh: 0.321
Charge: 0
SMILES string: C[C@H](Cl)CPCC(=O)O.CCCC#N.CCCC#N
HOMO energy, eV: -8.31

Here are the natural (NBO) charges for atoms 1 to 5, given in e:
1 C -0.644
2 C -0.187
3 Cl -0.069
4 C -0.712
5 P 0.500

***

No. 2
This record from OMol25 describes a molecular structure, C13H24DyNO8S4 at a distorted geometry. The level of theory is the ωB97M-V functional and the def2-TZVPD basis.

The geometry in XYZ format:
```
51
Properties=species:S:1:pos:R:3:forces:R:3
Dy 0.669374 -0.105380 -0.679591 -0.40 0.80 0.73
O -1.789767 0.840294 -1.119405 0.26 -0.27 -0.19
C -1.971836 2.060657 -1.850196 -0.12 -0.09 0.11
C -0.734454 2.436412 -2.642398 0.04 0.10 -0.06
N 0.471251 2.366440 -1.823391 0.28 -0.10 0.04
C 0.566474 3.368270 -0.764939 -0.07 0.18 -0.10
C 1.401717 2.876677 0.423157 0.11 -0.27 -0.05
O 1.866436 3.676089 1.212722 -0.09 0.06 0.00
O 1.492065 1.590790 0.496779 0.17 0.22 0.27
C 1.712727 2.289164 -2.638816 0.11 0.19 -0.17
C 1.960258 0.794948 -2.633380 0.04 -0.24 0.17
O 1.103593 0.077166 -3.204923 -0.04 0.09 -0.23
O 2.691781 0.330451 -1.709662 0.20 0.29 -0.23
H -2.015338 0.074986 -1.671560 0.00 0.08 0.01
H -2.230809 2.811695 -1.105031 0.05 0.04 0.00
H -2.823641 1.966577 -2.526012 0.00 0.02 -0.01
H -0.871899 3.438107 -3.076563 -0.04 0.01 0.02
H -0.604839 1.733872 -3.465368 0.00 -0.04 0.02
H -0.430101 3.564910 -0.365787 0.01 0.00 0.02
H 0.966153 4.320819 -1.126614 0.01 0.00 0.01
H 2.517229 2.806686 -2.123037 0.01 0.02 -0.01
H 1.584386 2.698472 -3.643132 -0.09 0.06 0.04
C 1.256816 -2.868557 2.046031 -0.17 -0.30 0.00
C -0.242965 -3.200215 2.193576 0.15 -0.05 0.21
S -1.441862 -2.145366 1.344738 0.02 -0.11 -0.38
C -2.239192 -1.266885 2.706583 -0.08 0.17 0.29
C -2.343375 0.252377 2.516340 -0.26 -0.23 0.13
S -0.909668 1.101616 1.867796 0.11 0.06 -0.23
C 0.323019 0.949196 3.166725 0.14 -0.01 0.17
C 0.968624 -0.421393 3.368212 -0.14 0.04 0.27
S 1.756939 -1.149742 1.912530 0.04 0.16 -0.20
H 1.642840 -3.319075 1.132724 -0.02 0.08 -0.05
H 1.787266 -3.339332 2.876391 0.02 0.06 0.01
H -0.529361 -3.229011 3.245514 0.01 0.04 -0.01
H -0.387299 -4.211895 1.815344 -0.03 0.02 -0.05
H -1.717532 -1.492327 3.635747 0.04 -0.02 -0.06
H -3.249287 -1.662397 2.825291 0.00 -0.01 -0.04
H -2.654549 0.700536 3.463551 0.05 0.02 -0.01
H -3.138561 0.478326 1.802781 0.09 0.01 -0.09
H -0.117352 1.259640 4.117945 -0.04 0.00 -0.03
H 1.078685 1.690577 2.906781 -0.01 -0.01 -0.05
H 0.233867 -1.138532 3.726396 0.02 0.00 -0.03
H 1.715487 -0.325765 4.158698 0.06 0.00 -0.07
C 0.598342 -3.007366 -3.453258 0.03 -0.16 -0.30
S 0.067711 -2.731968 -1.811290 0.27 0.29 -0.08
O 1.274298 -2.264961 -1.056459 -0.20 -0.66 0.02
O -0.524463 -3.934957 -1.315320 -0.09 -0.05 0.16
O -0.814935 -1.532220 -1.844461 -0.43 -0.53 -0.08
H 1.226379 -3.896403 -3.448181 -0.01 0.03 0.00
H 1.139250 -2.133121 -3.803867 -0.02 0.05 0.09
H -0.289877 -3.178906 -4.059736 0.02 -0.03 0.03
```
Positions in Å, forces in eV/Å.

Properties
Spin multiplicity: 6
⟨S²⟩: 9.3389
Orbital gap (spin up / spin down), Eh: 0.331 / 0.332
Charge: 0
HOMO energy (spin up / spin down), eV: -8.77 / -8.78
Energy relative to the best compared isomer or geometry (same formula, charge and spin), eV: 0.820

Here are the Mulliken charges for atoms 1 to 5, given in e:
1 Dy -0.119
2 O -0.207
3 C -0.866
4 C -0.851
5 N 0.845

***

No. 3
This record from OMol25 describes a molecular structure, C13H24F3Na3O15S at a distorted geometry. The level of theory is the ωB97M-V functional and the def2-TZVPD basis.

The geometry in XYZ format:
```
59
Properties=species:S:1:pos:R:3:forces:R:3
Na -2.332178 -4.054564 2.750824 -0.03 0.42 0.04
Na 1.788072 -1.244284 4.790704 -0.09 0.93 0.11
Na 0.949592 -2.884914 -0.987336 0.17 0.07 -0.32
C -1.559488 0.760726 1.332004 1.19 -0.63 0.69
F -0.748888 1.630446 0.626514 -1.12 -1.24 1.53
F -2.147058 1.341966 2.400464 1.17 -0.34 -1.22
F -2.514228 0.357036 0.518614 -0.09 -0.16 -0.20
S -0.547098 -0.931584 1.885644 1.08 -1.28 -1.96
O -1.485188 -1.772794 2.624554 -0.52 0.38 -0.02
O -0.148598 -1.604194 0.610014 -1.11 1.27 0.95
O 0.646582 -0.590874 2.633284 -0.41 0.72 0.59
C -3.632558 2.894326 -0.481786 0.32 1.34 1.42
O -3.556278 2.113336 -1.692076 0.15 0.86 -0.10
C -3.349248 2.685466 -2.836086 -1.88 -3.68 -0.75
O -2.977328 3.870326 -3.095996 -0.30 -1.18 0.17
O -3.706378 1.734366 -3.762616 1.18 2.61 2.15
C -3.349158 1.945976 -5.105736 0.28 1.37 -2.47
H -3.952138 2.375796 0.422144 -0.20 -1.09 -0.83
H -4.381798 3.680796 -0.572396 0.43 0.27 -0.41
H -2.621748 3.212926 -0.227156 -0.17 0.57 -0.30
H -3.986738 2.714746 -5.542286 -0.33 -0.06 0.07
H -3.493418 1.063616 -5.729226 0.07 -0.26 0.72
H -2.347788 2.364576 -5.206446 0.24 -0.45 0.17
C 2.694092 2.161646 8.136744 1.10 -0.09 1.14
O 2.029712 2.962736 7.117014 0.41 -1.68 0.36
C 1.721162 2.278966 6.034104 -0.38 -1.84 -0.88
O 1.757262 1.015356 5.891704 -0.04 2.71 0.01
O 1.336712 3.155566 5.108404 -0.01 -0.43 -1.16
C 0.703912 2.690846 3.849014 -0.19 -0.40 1.42
H 2.782022 2.703336 9.078524 -0.63 0.56 -0.39
H 3.740712 1.976056 7.895394 -0.09 0.09 -0.67
H 2.272382 1.192036 8.401524 -0.65 0.24 -0.64
H -0.276068 2.352366 4.185424 -0.09 -0.15 -0.39
H 1.233572 1.873806 3.359114 0.23 0.08 0.34
H 0.574662 3.506236 3.137294 0.38 0.29 0.60
C 2.805292 0.088796 0.176394 -0.07 -1.13 -0.61
O 4.000372 -0.229934 -0.557656 -0.90 -1.53 -0.50
C 4.160022 -1.489924 -1.128796 -1.19 1.08 0.33
O 3.302402 -2.408314 -1.191166 1.97 2.19 0.23
O 5.375512 -1.389354 -1.611746 -0.72 -0.61 0.18
C 5.989562 -2.417274 -2.359016 0.72 -1.79 -0.65
H 3.041802 -0.109914 1.221704 -0.34 0.67 0.04
H 1.966662 -0.546964 -0.107516 0.20 -0.39 0.03
H 2.434372 1.071786 -0.113836 0.75 0.29 0.49
H 5.306532 -3.125364 -2.828236 -0.45 0.54 -0.17
H 6.603152 -3.080574 -1.749396 0.06 0.43 0.54
H 6.664382 -1.983714 -3.097096 -0.39 0.28 0.10
C -2.346918 -1.445014 -1.883566 -0.41 -0.01 0.78
O -2.644788 -1.965994 -3.186426 -0.14 0.55 1.71
C -1.925258 -3.010604 -3.575336 2.09 -0.32 -0.42
O -1.065218 -3.613754 -2.907756 -1.66 1.11 -0.97
O -2.198928 -3.125664 -4.864316 -1.00 1.69 1.56
C -1.581108 -4.038804 -5.666616 1.89 -2.26 -0.99
H -2.297808 -2.183244 -1.083126 0.28 -0.52 -0.44
H -3.155658 -0.812234 -1.518006 -0.18 0.12 -0.85
H -1.428848 -0.858444 -1.849336 0.12 -0.09 -0.36
H -1.543488 -3.729414 -6.711116 -0.95 0.14 0.14
H -2.064468 -5.001194 -5.498466 0.18 -0.12 -0.55
H -0.514628 -4.127044 -5.459436 0.05 -0.15 0.58
```
Positions in Å, forces in eV/Å.

Properties
Spin multiplicity: 2
⟨S²⟩: 0.7575
Orbital gap (spin up / spin down), Eh: 0.331 / 0.136
Charge: +3
HOMO energy (spin up / spin down), eV: -17.30 / -17.30

Here are the natural (NBO) charges for atoms 1 to 5, given in e:
1 Na 0.996
2 Na 0.991
3 Na 0.976
4 C 0.799
5 F -0.320

***

No. 4
This record from OMol25 describes a molecular structure, C13H24FeN4OS at a distorted geometry. The level of theory is the ωB97M-V functional and the def2-TZVPD basis.

The geometry in XYZ format:
```
44
Properties=species:S:1:pos:R:3:forces:R:3
Fe 6.529778 9.087965 7.755554 -0.56 0.56 0.25
C 8.007461 11.121077 8.697590 1.13 -0.11 1.10
C 8.972299 9.789251 8.680480 0.39 0.39 1.76
N 8.627360 8.834859 7.631673 -0.64 0.71 -0.89
C 8.748126 7.353591 7.527719 0.16 -0.13 -0.27
C 7.782809 7.016849 6.363356 -0.34 -0.47 0.89
C 7.949441 5.975828 5.468434 -0.03 0.53 0.87
C 6.955550 5.757347 4.522355 -0.98 -1.60 -0.67
C 5.834243 6.601193 4.469247 0.08 1.22 1.06
C 5.728807 7.668009 5.398881 0.41 -0.20 -1.62
C 4.676959 8.801196 5.296545 -0.56 -1.12 2.19
N 4.714840 9.606248 6.615624 0.61 0.39 0.62
C 4.856190 11.136099 6.504413 -1.00 -0.01 -0.34
C 5.773931 11.793174 7.518423 1.06 -0.82 1.81
N 7.106774 11.070140 7.519492 -0.15 -0.02 0.52
N 6.676508 7.816520 6.322595 0.75 -0.98 -0.51
H 8.549882 12.117092 8.821400 -0.32 -1.45 -0.60
H 7.475846 11.024870 9.653671 -0.46 0.10 -0.48
H 8.822597 9.294068 9.654558 0.13 0.22 -0.34
H 10.030490 10.030533 8.621133 0.01 0.34 0.00
H 9.029969 9.217056 6.776897 -0.26 -0.21 -0.17
H 8.627048 6.841647 8.507488 -0.58 0.40 -0.65
H 9.724730 7.027265 7.196987 0.53 0.24 0.01
H 8.784111 5.295884 5.595046 0.04 0.11 -0.26
H 7.030609 4.782669 3.929621 -0.25 1.80 0.45
H 4.994148 6.568544 3.797016 0.17 -0.69 -0.53
H 3.684021 8.307173 5.263879 0.45 0.51 -0.37
H 4.827555 9.436338 4.425587 0.05 0.02 0.10
H 3.906485 9.373790 7.247092 0.81 0.29 -1.18
H 3.829987 11.564607 6.666476 1.03 -0.09 -0.82
H 5.322765 11.336330 5.522282 -0.86 0.00 0.19
H 5.456090 11.697401 8.564278 -0.47 -0.29 -0.13
H 5.899923 12.870224 7.453383 -0.09 0.12 -0.80
H 7.717404 11.366869 6.773017 -0.32 0.01 -0.84
C 6.097592 6.040618 10.676477 -0.06 -0.59 -1.61
S 5.212651 7.571445 10.394441 -0.83 0.79 0.76
C 5.372284 8.437297 11.962798 -0.37 -1.37 0.39
O 6.146673 8.451322 9.512878 0.72 0.35 -1.37
H 7.177825 6.254481 10.575428 -0.50 -0.24 0.57
H 5.778160 5.340398 9.827118 0.41 0.96 1.21
H 5.754027 5.607125 11.622304 0.34 0.11 -0.10
H 5.122911 7.615164 12.653726 -0.63 0.79 0.27
H 4.865281 9.402266 12.090977 -0.52 -0.72 -0.37
H 6.393480 8.604336 12.168619 1.50 0.16 -0.13
```
Positions in Å, forces in eV/Å.

Properties
Spin multiplicity: 6
⟨S²⟩: 8.7591
Orbital gap (spin up / spin down), Eh: 0.373 / 0.292
Charge: +3
HOMO energy (spin up / spin down), eV: -19.52 / -19.53

Here are the natural (NBO) charges for atoms 1 to 5, given in e:
1 Fe 1.877
2 C -0.271
3 C -0.256
4 N -0.651
5 C -0.269

***

No. 5
This record from OMol25 describes 2 unconnected molecules or ions with the total composition C13H24N2O5S2. The level of theory is the ωB97M-V functional and the def2-TZVPD basis.

The geometry in XYZ format:
```
46
Properties=species:S:1:pos:R:3:forces:R:3
S 0.840586 0.476978 2.663587 0.07 -0.07 0.17
C 1.689152 1.229166 1.472256 -0.06 0.29 -0.28
S 1.332860 2.804760 0.813283 -0.06 -0.19 -0.52
C -0.455664 2.804287 0.531607 -0.21 0.11 0.30
C -0.874576 2.085318 -0.761371 -0.09 0.04 -0.01
C -2.160436 1.257334 -0.676804 0.24 0.10 -0.09
C -1.995778 -0.072105 0.022232 0.10 0.03 -0.15
C -2.324736 0.000170 1.490743 0.02 0.09 0.07
N -2.441089 -1.404760 2.076646 -0.06 -0.08 0.07
C -1.947698 -2.537955 1.211721 0.00 -0.02 -0.06
C -2.348000 -2.337522 -0.271103 0.25 -0.16 -0.12
O -2.877329 -1.064814 -0.511183 -0.16 0.00 0.10
N 2.843538 0.735007 0.885513 0.05 -0.48 0.61
C 2.566385 0.066925 -0.415694 -0.08 0.27 -0.19
C 3.521982 -1.100441 -0.661495 -0.05 -0.04 -0.08
O 4.853073 -0.864481 -0.272837 0.04 0.06 -0.08
C 5.015930 -0.295440 1.017082 0.05 0.14 0.06
C 3.712161 -0.066714 1.751294 0.08 0.04 0.06
H -0.957436 2.407836 1.415017 0.14 -0.03 0.07
H -0.715147 3.863759 0.499312 0.00 -0.01 -0.03
H -0.054318 1.455036 -1.112763 -0.06 -0.04 -0.05
H -1.044677 2.815415 -1.553219 0.14 0.00 -0.02
H -2.428741 1.047759 -1.725114 -0.26 0.06 0.03
H -2.964523 1.852292 -0.231355 -0.07 -0.08 -0.05
H -0.962638 -0.410755 -0.145667 0.00 -0.03 0.15
H -3.296446 0.474120 1.617251 -0.02 -0.06 -0.01
H -1.573399 0.529949 2.067658 0.02 0.00 0.01
H -3.416298 -1.578002 2.310023 0.00 0.03 -0.06
H -1.921559 -1.428922 2.953697 -0.04 -0.02 -0.01
H -2.382610 -3.447669 1.620638 0.06 -0.02 0.03
H -0.869586 -2.587344 1.339406 0.02 0.13 0.01
H -3.078054 -3.083527 -0.578022 -0.15 0.13 0.05
H -1.451322 -2.493023 -0.883395 -0.01 -0.01 0.01
H 1.556201 -0.358372 -0.386683 -0.01 0.01 -0.07
H 2.589471 0.795339 -1.224758 0.14 0.06 0.06
H 3.126235 -2.011197 -0.194386 0.08 0.05 0.14
H 3.551044 -1.282772 -1.734873 -0.03 -0.05 0.00
H 5.676699 -0.926495 1.617498 -0.06 -0.11 -0.06
H 5.509536 0.672231 0.890787 0.01 -0.01 -0.02
H 3.948847 0.525152 2.636209 -0.13 -0.02 0.05
H 3.233892 -0.988084 2.098563 0.04 -0.07 -0.16
C -1.989473 0.885574 -4.344456 0.00 -0.20 0.09
O -2.828365 1.295323 -3.497283 -0.06 0.01 -0.04
O -2.191087 -0.470911 -4.723107 0.09 0.14 0.02
O -1.031431 1.443237 -4.861350 0.11 0.00 0.01
H -2.985177 -0.711660 -4.235107 -0.07 0.00 -0.02
```
Positions in Å, forces in eV/Å.

Properties
Orbital gap, Eh: 0.213
Charge: 0
HOMO energy, eV: -6.98

Here are the natural (NBO) charges for atoms 1 to 5, given in e:
1 S -0.175
2 C -0.057
3 S 0.363
4 C -0.540
5 C -0.419